Below is the molecule C5H8S at a distorted geometry, with properties calculated with wB97M-V/def2-TZVPD.

Values from the calculation:
Structure (SMILES): C1SC[C@H]2C[C@H]12
Energy relative to the best compared isomer or geometry (same formula, charge and spin), kJ/mol: 234.4
Molar mass, g mol⁻¹: 100.19
Total energy, eV: -16147.20819
HOMO, hartree: -0.3128
Frontier orbital gap, eV: 9.6
Spin multiplicity: 1

CARTESIAN COORDINATES (ANGSTROEM)
H1 -0.83712 -1.80949 -1.09579
S1 -2.09441 -0.01423 -0.09147
C1 0.40811 -0.62522 0.34368
C2 -0.79983 1.36941 0.14903
H2 0.18458 -0.34099 1.38545
H3 0.20089 0.55596 -1.47557
H4 2.29629 -0.38392 -0.95390
H5 2.39095 0.27989 0.75164
H6 -0.80850 1.58081 1.23260
C3 -0.80196 -1.39168 -0.08043
H7 -1.18935 2.26961 -0.32103
H8 -1.09751 -2.13070 0.65740
C4 1.73726 -0.02995 -0.07445
C5 0.41060 0.67053 -0.42715


Below is the molecule C2H6N2O, with properties calculated with wB97M-V/def2-TZVPD.

Values from the calculation:
Structure (SMILES): NCC(N)=O
Energy relative to the best compared isomer or geometry (same formula, charge and spin), kJ/mol: 55.5
Molar mass, g mol⁻¹: 74.08
Total energy, eV: -7199.21210
HOMO, hartree: -0.3573
Frontier orbital gap, eV: 10.5
Spin multiplicity: 1

CARTESIAN COORDINATES (ANGSTROEM)
O1 -0.94647 -1.07051 1.36094
C1 0.67997 0.36100 0.35402
H1 1.08314 -1.08291 -1.01373
H2 2.37845 -0.20899 -0.62761
H3 -1.51597 1.00979 -0.89005
H4 0.67041 1.26899 -0.24807
H5 -2.58642 -0.11802 -0.18366
C2 -0.70667 -0.24009 0.51670
H6 1.01393 0.61473 1.36596
N1 -1.63534 0.13277 -0.41207
N2 1.56495 -0.66675 -0.22243


Below is a cluster of 10 separate species, C46H81F12O16PS in total at a distorted geometry, with properties calculated with wB97M-V/def2-TZVPD.

Values from the calculation:
Structure (SMILES): CC(=O)OCP(CCCCOC=O)(CCCCS(=O)(=O)O)(CCC(F)(F)C(F)(F)C(F)(F)C(F)(F)F)C(F)(F)F.CC(C)=O.CC(C)=O.CC(C)=O.CC(C)=O.CC(C)=O.CC(C)=O.CC(C)=O.CC(C)=O.CC(C)=O
Molar mass, g mol⁻¹: 1181.15
Total energy, eV: -134502.72655
HOMO, hartree: -0.3174
Frontier orbital gap, eV: 8.9
Spin multiplicity: 1

CARTESIAN COORDINATES (ANGSTROEM)
C1 0.92729 -7.25426 -1.62145
H1 -2.10393 12.13656 0.25640
O1 -1.64840 2.97545 0.13404
C2 3.02248 -5.98815 -2.41524
H2 -4.55226 2.70443 -0.84834
H3 4.36262 1.32645 0.94676
H4 -2.60380 5.04735 -1.92896
O2 -3.13935 -3.32392 1.22494
H5 -4.02014 -1.13615 -0.75020
H6 -1.17771 4.00236 -2.08647
C3 6.32298 -3.11850 0.04462
H7 -0.04617 -7.07104 -1.16187
H8 -3.71818 -11.68775 -4.87760
H9 -6.02620 -3.49637 0.16804
H10 -1.96806 1.94040 -4.12980
H11 -1.95018 12.29114 2.03478
O3 0.34570 5.46741 3.53651
C4 -2.25544 4.01244 -1.91002
F1 0.60718 2.40737 -0.78172
C5 0.48714 2.75154 3.34908
C6 -2.80013 9.64057 1.43611
O4 1.38073 -2.85235 3.95095
O5 -0.43463 9.73826 1.22312
F2 2.92743 2.52344 -0.78072
H12 -3.42827 -10.26829 -2.61447
H13 -4.09199 -2.65182 -5.41786
H14 3.42375 -4.97459 -2.47662
H15 -3.51071 -8.50335 -2.77591
C7 1.72969 -0.50227 2.58206
C8 -0.53597 1.46716 5.51674
C9 3.91653 2.71805 2.58657
H16 3.87909 3.63743 1.90155
C10 5.59330 2.63913 4.62844
C11 -4.01499 -2.85627 0.52078
H17 -0.29129 -5.11969 -5.24211
C12 4.96151 -2.04810 -1.57479
C13 -3.79897 -9.56732 -4.60226
F3 -4.27127 2.03344 4.65512
C14 -1.51888 11.85124 1.13317
H18 -0.16151 2.65676 -5.98311
H19 -0.50123 12.22743 1.01254
H20 -4.40102 -6.29836 -3.23538
C15 0.56199 6.64959 3.33356
C16 0.26469 -2.74639 -3.77245
H21 5.09167 -1.76689 -2.66883
H22 1.42990 -0.18879 3.63066
C17 -1.48455 10.35179 1.26058
H23 3.69161 -6.59251 -1.79934
H24 -5.55055 -3.45047 1.87716
H25 -2.74564 3.43302 -2.69467
C18 4.23486 -0.88078 -0.70782
H26 2.96050 -6.40199 -3.42422
F4 1.86061 1.68827 5.20287
O6 -3.71716 -3.89449 -3.28156
P1 1.83628 0.99112 1.33846
H27 -3.97058 -10.75452 -6.36550
O7 5.82859 -4.26282 0.04694
C19 0.61551 2.32318 4.85514
C20 0.18963 1.62288 -5.95770
H28 6.69759 2.33366 7.10595
H29 -2.36098 -10.78302 -5.61897
C21 -5.46540 -2.93507 0.91828
H30 2.84378 -2.07985 0.70665
C22 3.62708 1.33219 1.83423
O8 -4.58243 -8.73705 -5.02313
C23 2.78137 -1.39380 -0.19052
C24 -4.21074 -4.43597 -4.25495
C25 -3.68745 -2.17666 -0.78093
O9 -1.21281 -2.19768 -5.55344
C26 0.21656 7.69416 4.36089
H31 0.02212 -3.55517 -3.08037
C27 -2.54518 3.39365 -0.56992
C28 5.49400 2.63955 3.02354
H32 2.69151 -1.10812 2.64328
F5 -2.75560 1.02639 3.33970
O10 7.53809 2.63353 6.68545
H33 0.77228 -7.72430 -2.59524
C29 -0.97837 -3.08843 3.20301
H34 4.33826 -2.99938 -1.52451
H35 4.75884 3.22157 5.14312
C30 -1.54163 0.93662 -4.18345
O11 1.14912 -4.89513 -1.44396
H36 -0.32401 0.78599 2.73267
O12 6.81149 4.83777 5.59898
C31 -4.43387 -3.68179 -5.53881
C32 1.65178 -5.94540 -1.79355
C33 -3.43386 -10.78084 -5.41523
H37 -0.09599 -1.80599 -3.35164
H38 -1.76905 -2.27578 3.32227
H39 4.06800 0.00154 -1.41460
H40 -1.09267 -3.81454 4.06834
C34 -2.00957 2.07145 5.51792
H41 5.53638 1.56633 5.04146
H42 3.36431 2.85854 3.56660
C35 0.27996 1.63615 2.24409
C36 1.67464 -0.23971 -0.13711
H43 0.59619 -0.63273 -0.23228
F6 -3.43772 0.07744 5.37796
H44 -5.49815 -3.67134 -5.78340
H45 -3.86503 -4.14655 -6.34678
C37 -4.62026 -5.88362 -4.22110
H46 -0.59301 -4.28649 -6.78015
H47 0.49889 7.79944 1.53322
C38 -3.09428 1.23022 4.67455
H48 6.10358 3.48076 2.54217
H49 1.37872 6.26271 1.40326
H50 -5.87720 -1.92914 1.02368
H51 -1.60099 0.47742 -3.19426
H52 -5.69241 -5.97126 -4.40701
H53 1.11993 8.22321 4.67110
H54 4.94251 -0.65269 0.15057
H55 1.34608 -2.67636 -3.90908
H56 1.83688 0.29258 -1.14986
H57 1.26721 1.61476 -6.13352
H58 -1.21041 -3.64491 2.24280
O13 8.27608 3.33174 4.22874
C39 -3.15633 -9.42161 -3.24805
H59 -4.04209 2.84147 0.84603
H60 -0.22374 7.21021 5.23541
H61 -2.62306 8.56579 1.51419
H62 -2.07106 -9.36352 -3.35573
S1 7.18520 3.41075 5.24657
C40 -0.40414 -2.98738 -5.09812
H63 -0.29766 1.03861 -6.74112
H64 -4.06064 -6.44584 -4.96904
C41 -3.98564 3.31079 -0.13835
O14 6.32842 -2.23773 -1.05562
H65 5.94121 1.64229 2.67395
H66 2.12982 7.62625 2.25649
C42 -0.03511 -4.24378 -5.84226
F7 0.66813 3.54927 5.60976
H67 6.84843 -2.79508 1.01414
H68 -2.60684 -2.19445 -0.93601
H69 4.06876 0.53405 2.53911
C43 1.18338 7.12229 2.04860
H70 -0.46164 2.06662 1.47474
H71 -4.41253 4.31383 -0.07301
F8 1.68577 3.75056 0.64541
H72 2.43397 -2.08039 -1.05494
C44 1.76538 2.42907 0.06521
H73 -3.44204 9.82779 0.57280
F9 -2.13169 3.40924 5.12675
H74 -0.50939 8.39684 3.94624
H75 1.03290 -4.24073 -6.07004
H76 -4.16690 -2.70257 -1.60599
F10 -0.16510 1.34972 6.89890
H77 1.34055 3.49500 3.15435
H78 1.50315 -7.91503 -0.97020
H79 -3.28837 9.98235 2.35115
C45 0.50391 -2.46988 3.15462
O15 0.70652 -1.48796 2.16323
H80 -2.10501 0.32253 -4.88885
F11 -0.59550 0.10350 5.08758
F12 -2.50032 2.02678 6.85952
H81 -0.44256 3.43066 3.29310
C46 -0.10062 1.01583 -4.61114
O16 0.79422 0.60577 -3.89680


Below is the molecule C3H4O3, with properties calculated with wB97M-V/def2-TZVPD.

Values from the calculation:
Structure (SMILES): O=CC(O)C=O
Energy relative to the best compared isomer or geometry (same formula, charge and spin), kJ/mol: 180.9
Molar mass, g mol⁻¹: 88.06
Total energy, eV: -9316.82602
HOMO, hartree: -0.3654
Frontier orbital gap, eV: 10.0
Spin multiplicity: 1

CARTESIAN COORDINATES (ANGSTROEM)
C1 -0.32897 -0.21396 -0.26414
O1 0.48836 1.36156 -1.87700
H1 -0.54605 -0.97702 -1.02425
H2 1.66850 0.82877 -0.32601
H3 -0.59860 -1.36685 1.61244
O2 1.36818 -1.04588 1.23207
C2 0.19515 -0.93673 0.96744
O3 -1.56137 0.41292 0.00731
H4 -1.39612 1.20029 0.54316
C3 0.71092 0.73692 -0.87102